{"formula": "C42H59Cl3NO6PRuSi4Te", "method": "wB97M-V/def2-TZVPD", "species": ["Ru", "N", "C", "C", "C", "O", "O", "H", "H", "H", "H", "H", "H", "Cl", "C", "C", "C", "C", "C", "C", "P", "C", "C", "C", "C", "C", "C", "C", "C", "C", "C", "C", "C", "H", "H", "H", "H", "H", "H", "H", "H", "H", "H", "H", "H", "H", "H", "C", "Si", "C", "C", "Si", "Te", "Si", "C", "C", "C", "Si", "C", "C", "C", "H", "H", "H", "H", "H", "H", "H", "H", "H", "H", "H", "H", "H", "H", "H", "H", "H", "H", "H", "H", "H", "H", "H", "H", "H", "H", "H", "Cl", "C", "Cl", "C", "O", "O", "H", "C", "C", "C", "C", "C", "C", "C", "C", "C", "C", "O", "O", "H", "H", "H", "H", "H", "H", "H", "H", "H", "H", "H"], "xyz": [[-0.539, 0.953, 0.626], [-0.235, 1.457, 3.201], [-0.798, 0.687, 4.303], [-2.312, 0.560, 4.166], [-2.761, -0.350, 2.993], [-3.900, -0.795, 3.013], [-1.895, -0.579, 2.093], [0.780, 1.505, 3.276], [-0.588, 2.413, 3.219], [-0.564, 1.156, 5.277], [-0.339, -0.308, 4.285], [-2.757, 1.546, 3.999], [-2.744, 0.149, 5.081], [-2.819, 2.106, 0.983], [-4.007, 1.059, 0.341], [-5.317, 1.514, 0.390], [-6.345, 0.718, -0.072], [-6.062, -0.537, -0.588], [-4.755, -0.975, -0.653], [-3.698, -0.189, -0.196], [-1.988, -0.835, -0.337], [-1.732, -0.758, -2.159], [-2.683, -0.402, -3.104], [-2.333, -0.310, -4.441], [-1.036, -0.562, -4.853], [-0.082, -0.931, -3.918], [-0.435, -1.027, -2.589], [-2.337, -2.634, -0.200], [-2.406, -3.462, -1.321], [-2.774, -4.790, -1.193], [-3.050, -5.326, 0.054], [-2.939, -4.524, 1.177], [-2.588, -3.194, 1.050], [-5.516, 2.499, 0.784], [-7.364, 1.072, -0.021], [-6.858, -1.174, -0.945], [-4.533, -1.950, -1.069], [-3.695, -0.172, -2.800], [-3.082, -0.024, -5.167], [-0.760, -0.451, -5.893], [0.937, -1.134, -4.219], [0.321, -1.315, -1.863], [-2.204, -3.069, -2.308], [-2.871, -5.406, -2.078], [-3.352, -6.360, 0.148], [-3.147, -4.927, 2.159], [-2.533, -2.572, 1.925], [5.735, 0.861, -1.243], [5.091, -0.940, -1.340], [4.132, -1.111, -2.990], [6.644, -2.067, -1.487], [3.774, -1.555, 0.550], [1.506, -0.388, 0.587], [4.991, -1.061, 2.542], [3.960, -1.582, 4.076], [6.660, -2.015, 2.654], [5.396, 0.800, 2.711], [3.111, -3.849, 0.455], [1.849, -4.242, 1.842], [2.202, -4.253, -1.186], [4.612, -5.035, 0.628], [6.059, 1.233, -2.212], [6.571, 0.953, -0.557], [4.945, 1.513, -0.885], [4.724, -0.801, -3.846], [3.243, -0.490, -2.962], [3.814, -2.135, -3.162], [7.275, -1.773, -2.321], [6.366, -3.104, -1.635], [7.246, -2.019, -0.587], [3.901, -2.661, 4.168], [2.947, -1.206, 3.969], [4.363, -1.192, 5.006], [6.509, -3.085, 2.564], [7.167, -1.831, 3.596], [7.331, -1.715, 1.858], [4.549, 1.375, 2.352], [6.254, 1.082, 2.111], [5.594, 1.099, 3.737], [1.031, -3.530, 1.782], [2.292, -4.147, 2.827], [1.421, -5.238, 1.763], [1.392, -3.544, -1.327], [1.764, -5.247, -1.191], [2.859, -4.177, -2.046], [5.099, -4.900, 1.587], [5.351, -4.834, -0.139], [4.329, -6.080, 0.547], [2.536, 5.429, 0.097], [2.573, 4.464, 1.580], [1.596, 5.237, 2.834], [1.993, 3.030, 1.295], [2.830, 2.125, 1.291], [0.770, 2.984, 1.149], [3.605, 4.423, 1.932], [-6.019, 5.495, -0.288], [-4.781, 4.913, -0.902], [-4.846, 4.057, -1.985], [-3.701, 3.472, -2.513], [-3.818, 2.673, -3.775], [-2.467, 3.713, -1.916], [-2.374, 4.658, -0.890], [-1.036, 5.053, -0.351], [-3.530, 5.241, -0.396], [-1.232, 2.880, -2.305], [-0.669, 3.067, -3.375], [-0.935, 1.997, -1.447], [-6.911, 5.027, -0.698], [-6.078, 6.567, -0.479], [-6.010, 5.349, 0.792], [-5.802, 3.830, -2.439], [-4.720, 2.063, -3.782], [-2.948, 2.041, -3.919], [-3.869, 3.364, -4.621], [-0.370, 5.337, -1.167], [-0.580, 4.207, 0.161], [-1.117, 5.885, 0.347], [-3.460, 5.958, 0.413]], "lowdin_charge": [0.6137, -0.0374, -0.2709, -0.1128, -0.7193, 0.0140, -0.2793, 0.0625, 0.0745, 0.1078, 0.1145, 0.1006, 0.1095, 0.9013, -0.5793, -0.0940, -0.0681, -0.0679, -0.0804, -0.3190, 1.0471, -0.3676, -0.0904, -0.0932, -0.0750, -0.0691, -0.1353, -0.3016, -0.0875, -0.0893, -0.0941, -0.0710, -0.0610, 0.1019, 0.1034, 0.1017, 0.1074, 0.0974, 0.1039, 0.1004, 0.0959, 0.0175, 0.0999, 0.0993, 0.0960, 0.1036, 0.0814, -0.2036, 0.4041, -0.2123, -0.2108, 0.1368, 0.7962, 0.4040, -0.2149, -0.2132, -0.2035, 0.3846, -0.2152, -0.2056, -0.2102, 0.0250, 0.0143, 0.0189, 0.0263, 0.0161, 0.0075, 0.0246, 0.0054, 0.0031, 0.0097, 0.0094, 0.0224, 0.0021, 0.0232, 0.0042, -0.0133, 0.0159, 0.0249, -0.0021, 0.0067, 0.0251, 0.0019, 0.0259, 0.0077, 0.0050, 0.0036, 0.0229, 0.5994, -1.0007, 0.5745, -0.8338, -0.1484, -0.1648, 0.0559, -0.0654, -0.3014, -0.0330, -0.2100, -0.0361, -0.0713, -0.2543, -0.0465, -0.0372, -0.6473, 0.0421, -0.1417, 0.0677, 0.0748, 0.0726, 0.1120, 0.0782, 0.0421, 0.0927, 0.0844, 0.0385, 0.0782, 0.1137], "s_squared": 0.782, "lumo_ev": [1.145, 0.460], "total_charge": -1, "homo_ev": [-4.79, -4.59], "spin_multiplicity": 2, "e_above_lowest_ev": 4.453, "total_energy_ev": -146533.462}

---

{"formula": "C4H7NO", "method": "wB97M-V/def2-TZVPD", "species": ["C", "N", "C", "C", "C", "O", "H", "H", "H", "H", "H", "H", "H"], "xyz": [[0.342, -1.515, -0.764], [0.602, -0.246, -0.103], [0.029, 0.012, 1.496], [-0.511, 0.632, 0.260], [-0.296, 2.099, 0.020], [-1.192, 2.856, -0.265], [1.148, -2.214, -0.533], [0.285, -1.384, -1.850], [-0.604, -1.939, -0.405], [-0.532, -0.917, 1.674], [1.423, -0.108, 0.494], [-1.443, 0.275, -0.183], [0.749, 2.449, 0.158]], "lowdin_charge": [-0.0648, -0.1339, 0.0231, -0.3581, -0.2196, 0.0580, 0.0925, 0.0896, 0.0902, 0.0292, 0.1171, 0.1485, 0.1281], "lumo_ev": 0.817, "total_charge": 0, "homo_ev": -8.57, "e_above_lowest_ev": 5.019, "total_energy_ev": -7794.625}

---

{"formula": "C4H7ClNO2", "method": "wB97M-V/def2-TZVPD", "species": ["C", "C", "C", "C", "N", "O", "O", "Cl", "H", "H", "H", "H", "H", "H", "H"], "xyz": [[-1.397, -0.281, -0.229], [0.573, 0.333, 1.071], [-3.486, -1.705, -0.472], [1.988, 2.049, 0.052], [-2.258, -1.096, -0.261], [-0.461, 0.512, -0.114], [1.533, 1.041, 0.944], [4.823, -1.286, 0.822], [3.634, -0.824, 0.615], [-3.727, -1.431, -1.550], [-3.365, -2.862, -0.312], [-4.319, -1.408, 0.117], [2.588, 2.860, 0.436], [2.747, 1.637, -0.637], [1.127, 2.460, -0.480]], "lowdin_charge": [-0.0933, 0.1177, -0.0447, 0.0282, 0.1553, 0.0900, 0.0079, 0.3087, -0.2968, 0.1366, 0.1504, 0.0879, 0.1144, 0.1260, 0.1118], "lumo_ev": -4.123, "total_charge": 1, "homo_ev": -14.36, "e_above_lowest_ev": 2.656, "total_energy_ev": -22357.312}

---

{"formula": "C5H35NO11", "method": "wB97M-V/def2-TZVPD", "species": ["C", "C", "C", "N", "C", "C", "H", "H", "H", "H", "H", "H", "H", "H", "H", "H", "H", "H", "H", "H", "H", "O", "H", "H", "O", "H", "H", "O", "H", "H", "O", "H", "H", "O", "H", "H", "O", "H", "H", "O", "H", "H", "O", "H", "H", "O", "H", "H", "O", "H", "H", "O"], "xyz": [[-0.941, 1.064, -1.610], [-1.098, 2.474, -0.955], [0.435, 0.995, -2.198], [1.058, -0.360, -2.128], [0.248, -1.363, -2.825], [2.389, -0.313, -2.729], [-1.712, 0.792, -2.346], [-1.029, 0.369, -0.778], [-1.261, 3.166, -1.770], [-2.038, 2.445, -0.407], [-0.225, 2.913, -0.443], [1.017, 1.743, -1.616], [0.607, 1.520, -3.245], [0.381, -1.405, -3.928], [-0.798, -1.150, -2.617], [0.561, -2.352, -2.460], [3.004, 0.513, -2.405], [2.861, -1.269, -2.456], [2.297, -0.046, -3.774], [1.584, 3.609, 0.679], [2.987, 3.554, 0.795], [2.285, 4.156, 1.125], [-3.890, -1.416, -0.930], [-2.618, -2.110, -0.671], [-3.038, -1.572, -1.346], [-0.314, -3.735, 0.586], [-1.910, -4.401, 0.733], [-1.246, -3.728, 0.837], [1.922, -3.262, 1.708], [1.849, -2.267, 0.523], [1.616, -3.170, 0.803], [-0.172, -1.471, 2.744], [0.127, -0.071, 3.643], [0.416, -0.834, 3.144], [3.712, 1.255, 0.477], [2.574, 1.699, -0.406], [3.460, 1.986, -0.102], [1.484, -0.381, 0.229], [1.316, -0.372, 1.825], [1.963, -0.361, 1.069], [0.840, 1.996, 2.999], [0.296, 3.335, 3.386], [0.056, 2.548, 2.876], [-3.517, -1.728, 1.955], [-3.573, -0.453, 1.118], [-3.927, -1.347, 1.174], [-0.511, -0.962, -0.004], [-1.491, -1.794, 1.027], [-1.279, -0.967, 0.580], [-2.255, 0.174, 2.403], [-1.917, 1.490, 2.703], [-2.581, 0.862, 3.006]], "lowdin_charge": [-0.2376, -0.0711, -0.2369, -0.2753, -0.0842, -0.1021, 0.1183, 0.0561, 0.0669, 0.0737, 0.0600, 0.0842, 0.1618, 0.0945, 0.0599, 0.0901, 0.0663, 0.1001, 0.0791, 0.0140, -0.0008, -0.1030, 0.0225, -0.0055, -0.0677, 0.0196, 0.0581, -0.0473, 0.0558, 0.0155, -0.0524, 0.0441, 0.0558, -0.0208, 0.0510, 0.0156, -0.0625, 0.0034, 0.0039, -0.0811, 0.0361, 0.0621, -0.0433, 0.0500, 0.0344, -0.0422, 0.0269, 0.0067, -0.0910, -0.0155, 0.0046, -0.0510], "lumo_ev": -0.023, "total_charge": 0, "homo_ev": -9.41, "smiles": "CCCN(C)C.O.O.O.O.O.O.O.O.O.O.O", "e_above_lowest_ev": 2.217, "total_energy_ev": -29764.331}

---

{"formula": "C19H15N4O6S3SbSe4Tc", "method": "wB97M-V/def2-TZVPD", "species": ["Tc", "N", "C", "S", "N", "N", "C", "C", "C", "C", "C", "C", "C", "C", "C", "C", "C", "C", "N", "H", "H", "H", "H", "H", "H", "H", "H", "H", "H", "H", "O", "S", "O", "O", "C", "C", "C", "C", "C", "C", "S", "O", "O", "O", "H", "H", "H", "H", "Se", "Sb", "Se", "Se", "Se"], "xyz": [[0.477, -0.207, 0.041], [0.131, -3.893, -2.150], [-0.118, -2.734, -1.531], [0.918, -1.355, -1.907], [-1.108, -2.638, -0.696], [-1.169, -1.409, -0.113], [-2.233, -1.083, 0.559], [-3.375, -1.983, 0.807], [-3.777, -2.194, 2.126], [-4.835, -3.046, 2.400], [-5.504, -3.676, 1.361], [-5.105, -3.467, 0.047], [-4.036, -2.633, -0.233], [-2.183, 0.269, 1.112], [-3.244, 0.915, 1.726], [-3.066, 2.215, 2.170], [-1.842, 2.842, 1.989], [-0.824, 2.158, 1.355], [-1.002, 0.900, 0.931], [0.725, -3.903, -2.962], [-0.542, -4.636, -2.050], [-3.247, -1.713, 2.939], [-5.134, -3.220, 3.425], [-6.335, -4.335, 1.574], [-5.625, -3.963, -0.762], [-3.708, -2.487, -1.252], [-4.188, 0.403, 1.837], [-3.881, 2.737, 2.653], [-1.670, 3.852, 2.330], [0.154, 2.588, 1.178], [3.467, 2.103, -1.720], [2.938, 1.630, -0.480], [3.227, 2.338, 0.724], [1.404, 1.492, -0.657], [3.609, -0.059, -0.272], [4.556, -0.378, -1.239], [5.305, -1.543, -1.170], [5.142, -2.420, -0.112], [4.197, -2.138, 0.862], [3.434, -0.983, 0.784], [2.108, -0.941, 1.955], [1.491, 0.416, 1.729], [2.512, -1.301, 3.257], [1.015, -1.791, 1.330], [4.717, 0.324, -2.045], [6.033, -1.750, -1.943], [5.738, -3.319, -0.040], [4.041, -2.821, 1.688], [-0.642, -2.056, -5.438], [-1.559, 0.074, -5.244], [-0.964, 1.312, -1.955], [-2.735, 0.111, -2.675], [0.340, 1.477, -3.788]], "lowdin_charge": [1.2781, 0.1284, -0.7528, 0.6671, 0.0555, -0.1761, -0.1856, -0.1795, -0.0314, -0.0561, -0.0578, -0.0537, -0.0335, -0.2052, 0.0327, -0.0034, 0.0012, -0.0884, -0.1114, 0.0863, 0.1244, 0.1252, 0.1134, 0.1133, 0.1129, 0.0829, 0.1296, 0.1268, 0.1268, 0.1234, -0.2766, 0.5240, -0.2471, -0.6515, -0.2435, -0.0460, -0.0243, -0.0291, -0.0399, -0.2661, 0.5937, -0.3994, -0.1805, -0.3768, 0.1173, 0.1218, 0.1211, 0.1284, -0.1235, 0.3786, 0.1632, 0.1178, 0.1452], "lumo_ev": -6.060, "total_charge": 1, "homo_ev": -10.86, "e_above_lowest_ev": 0.203, "total_energy_ev": -340813.023}

---

{"formula": "C5H13N", "method": "wB97M-V/def2-TZVPD", "species": ["C", "C", "C", "H", "H", "H", "H", "H", "H", "H", "H", "C", "C", "N", "H", "H", "H", "H", "H"], "xyz": [[-2.058, 1.388, 3.012], [-1.099, 0.526, 2.181], [-0.829, 1.063, 0.781], [-2.606, 0.801, 3.755], [-2.873, 1.728, 2.400], [-1.593, 2.238, 3.487], [-1.521, -0.478, 2.163], [-0.161, 0.451, 2.734], [-0.246, 0.294, 0.297], [-1.753, 1.069, 0.177], [-0.631, 2.136, 0.795], [2.721, -1.077, -2.074], [1.499, -1.196, -2.587], [0.325, -0.963, -1.903], [2.891, -0.799, -1.040], [3.612, -1.108, -2.687], [1.406, -1.509, -3.618], [0.294, -1.060, -0.908], [-0.533, -1.171, -2.381]], "lowdin_charge": [-0.1274, -0.3213, -0.1170, 0.0672, 0.0573, 0.0644, 0.0955, 0.0964, 0.0273, 0.0751, 0.0815, -0.0430, -0.3096, 0.0382, 0.0410, 0.0355, 0.0986, 0.0594, 0.0810], "lumo_ev": 1.022, "total_charge": 0, "homo_ev": -8.14, "smiles": "C=CN.CCC", "e_above_lowest_ev": 1.408, "total_energy_ev": -6884.789}